(1)
Computed, not measured: a molecular structure, C28H44BrCaN3P2 in a non-equilibrium geometry, with wB97M-V/def2-TZVPD.

```
79
Properties=species:S:1:pos:R:3:forces:R:3
N -5.1206 4.7386 -3.1413 -0.49 0.02 -0.11
C -4.3809 5.2973 -2.1859 0.58 -0.18 -0.18
C -3.0192 5.0175 -2.0367 -0.31 -0.40 -0.21
C -2.4252 4.0564 -2.8879 -0.76 0.21 0.65
C -3.2240 3.5093 -3.9090 -0.15 -0.07 0.07
C -4.5693 3.8846 -4.0047 0.78 0.13 0.56
C -1.0114 3.7093 -2.7533 -0.17 0.14 -1.21
Ca 0.6516 3.0459 -1.2599 1.20 0.04 1.64
P 2.5673 1.2105 -1.1448 1.25 -1.25 0.48
C -0.4086 2.5473 -3.2775 -1.99 -0.53 -1.59
C -0.8829 1.1849 -3.1290 0.72 0.98 -0.04
C -0.3472 0.1560 -3.9543 0.29 -0.70 0.08
C -0.4875 -1.1732 -3.6442 -0.20 0.14 -0.40
C -0.9780 -1.5722 -2.3367 -1.49 0.66 -1.00
C -1.7473 -0.5393 -1.6545 0.19 -0.13 -0.15
C -1.7075 0.7743 -2.0537 -0.26 -0.03 0.71
Br 1.0408 -1.9390 -1.3677 1.37 0.51 0.57
H -0.3792 4.5981 -2.5291 -0.21 -0.06 -0.78
H 0.4000 2.6517 -4.0114 0.50 0.04 0.62
H -2.4490 5.5235 -1.2524 -0.09 -0.12 -0.28
H -2.8089 2.8067 -4.6353 -0.07 0.21 0.30
H -4.8829 5.9928 -1.5054 0.13 -0.21 -0.31
H -5.2041 3.4700 -4.7911 0.12 0.21 0.26
H 0.2360 0.4607 -4.8239 -0.28 -0.23 0.00
H -2.2561 1.5457 -1.4854 0.25 -0.59 -0.29
H -0.1271 -1.9458 -4.3319 0.05 0.40 0.31
H -2.3033 -0.8225 -0.7655 0.00 0.19 -0.12
P -1.4533 -3.3166 -1.9416 0.62 1.20 0.20
C 3.4523 2.8284 -0.9225 0.23 -0.09 -0.03
C 4.9802 2.7796 -0.8135 0.37 0.49 0.16
H 3.0412 3.3027 -0.0105 0.08 -0.05 -0.12
H 3.1856 3.4684 -1.7844 0.07 0.09 0.05
H 5.3646 3.7644 -0.5262 -0.05 -0.08 -0.22
H 5.3144 2.0934 -0.0359 -0.18 0.36 -0.38
H 5.4683 2.4919 -1.7522 -0.23 0.06 0.18
C 3.4467 0.4561 -2.6007 -0.26 0.30 -0.54
C 4.1265 -0.9068 -2.5069 0.34 -0.63 -0.07
H 4.1747 1.1923 -2.9684 -0.27 -0.07 0.05
H 2.6578 0.3773 -3.3633 0.18 0.10 0.14
H 4.1399 -1.4016 -3.4888 -0.18 0.25 0.21
H 5.1789 -0.8483 -2.2082 -0.27 0.10 -0.06
H 3.6050 -1.5783 -1.8187 0.23 0.10 -0.17
C 3.0788 0.2898 0.3922 -0.59 0.09 0.03
C 4.5382 -0.0871 0.5167 0.69 -0.18 0.31
H 2.4635 -0.6241 0.4189 0.12 0.46 0.00
H 2.7802 0.9156 1.2494 -0.11 -0.14 -0.22
H 4.6851 -0.8860 1.2491 -0.18 -0.02 -0.14
H 4.9314 -0.4209 -0.4370 0.14 -0.02 0.33
H 5.1625 0.7348 0.8614 -0.15 -0.27 0.13
C -1.4046 -3.2870 -0.1162 0.36 0.30 0.08
C -1.2871 -4.6818 0.4571 -0.21 -0.36 0.53
H -2.3209 -2.7777 0.2236 0.30 -0.26 -0.18
H -0.5442 -2.6774 0.2242 -0.76 -0.41 -0.45
H -2.2793 -5.1388 0.5609 0.34 -0.14 -0.02
H -0.6431 -5.3259 -0.1547 -0.15 0.07 0.33
H -0.8368 -4.5833 1.4523 -0.18 -0.36 -0.21
C -0.3089 -4.3982 -2.8723 0.47 -0.06 0.39
C -0.7484 -4.7881 -4.2913 -0.39 -0.10 0.08
H -0.1791 -5.2928 -2.2385 0.09 0.24 -0.32
H 0.6647 -3.8723 -2.9000 -0.63 -0.38 0.13
H -1.5013 -5.5861 -4.2513 0.18 0.24 -0.19
H -1.1689 -3.9388 -4.8477 0.14 -0.26 0.08
H 0.1244 -5.1633 -4.8425 -0.30 0.09 0.18
C -3.1276 -3.7866 -2.3969 0.07 -0.04 -0.35
C -4.2680 -3.3499 -1.4824 -0.29 0.13 -0.04
H -3.0834 -4.8806 -2.4791 -0.04 0.12 -0.02
H -3.2593 -3.3943 -3.4128 -0.16 -0.22 0.06
H -4.5301 -2.3014 -1.6721 0.00 -0.26 0.12
H -5.1372 -3.9778 -1.7080 0.09 0.29 0.06
H -4.0529 -3.4692 -0.4148 -0.05 -0.07 -0.30
N -2.2540 2.7058 1.9300 0.08 -0.41 0.18
C -1.6220 1.5263 2.3249 0.15 0.42 -0.57
C -0.5842 1.3492 1.4545 -0.22 0.73 -0.25
N -0.5700 2.4184 0.5572 -0.80 0.26 0.47
C -1.6084 3.2070 0.8625 0.60 -0.82 0.68
H -3.0629 3.1322 2.3720 0.24 -0.21 -0.09
H -1.9349 0.9337 3.1659 -0.15 0.10 0.01
H 0.1647 0.5630 1.3740 -0.36 0.24 0.17
H -1.8930 4.1391 0.3836 0.05 -0.31 0.04
```
Forces are in eV/Å.

DFT total energy = -141264.5044 eV
Net charge = +2
Kohn-Sham gap (spin up / spin down) = 5.699 / 5.517 eV
Energy above the lowest of the compared OMol25 structures with the same formula, charge and spin = 0.000 eV

Charge distribution, Mulliken scheme, values in e:
1 N -0.554
2 C -0.620
3 C -0.356
4 C 0.629
5 C -0.318
6 C -0.424
7 C -0.782
8 Ca 1.660
9 P 1.163
10 C -1.738
11 C 0.825
12 C -1.250
13 C -0.793
14 C -0.029
15 C -1.253
16 C -0.116
17 Br -0.172
18 H 1.302
19 H 0.568
20 H 0.481
21 H 0.418
22 H 0.359
23 H 0.376
24 H 0.617
25 H 0.656
26 H 0.287
27 H 0.459
28 P 1.410
29 C -0.861
30 C -1.234
31 H 0.445
32 H 0.369
33 H 0.404
34 H 0.133
35 H 0.335
36 C -0.388
37 C -1.603
38 H 0.557
39 H 0.154
40 H 0.368
41 H 0.494
42 H 0.311
43 C -0.369
44 C -1.532
45 H 0.078
46 H 0.458
47 H 0.424
48 H 0.207
49 H 0.405
50 C -0.353
51 C -1.382
52 H 0.454
53 H 0.241
54 H 0.329
55 H 0.285
56 H 0.402
57 C -0.401
58 C -1.327
59 H 0.437
60 H 0.309
61 H 0.384
62 H 0.328
63 H 0.394
64 C -0.619
65 C -1.231
66 H 0.511
67 H 0.472
68 H 0.304
69 H 0.417
70 H 0.310
71 N -0.023
72 C -0.646
73 C -0.349
74 N -0.123
75 C -0.323
76 H 0.238
77 H 0.421
78 H 0.311
79 H 0.269


(2)
Computed, not measured: a molecular structure, C28H44BrN3P2PdS in a non-equilibrium geometry, with wB97M-V/def2-TZVPD.

```
80
Properties=species:S:1:pos:R:3:forces:R:3
C -0.7541 6.3809 -3.8393 0.31 -0.06 -0.05
C -0.8940 5.0864 -4.4120 0.14 0.24 -0.18
C -1.2527 5.1035 -5.7805 0.21 -0.04 -0.25
C -1.3248 6.3128 -6.4950 -0.02 -0.15 0.55
N -1.1147 7.5101 -5.9423 0.09 -0.23 -0.01
C -0.8411 7.5362 -4.6377 -0.17 -0.77 0.09
C -0.6990 3.8403 -3.6223 -0.22 -0.73 1.51
C -0.6585 2.9703 -2.7285 -1.96 2.35 -2.08
C -1.2740 2.3014 -1.5746 1.55 0.55 0.76
C -0.3808 2.1169 -0.4154 -0.54 2.17 0.21
C -0.9493 2.3440 0.8762 0.29 -1.45 -0.48
C -2.3132 2.2808 1.0138 0.49 0.10 0.00
C -3.2341 2.3001 -0.0592 0.28 -0.64 -1.05
C -2.7091 2.2302 -1.3659 0.06 1.20 1.16
Pd -0.3640 0.3770 -1.4970 1.91 1.49 -0.81
P 2.1508 -1.0063 0.5416 0.27 -0.22 0.18
H -1.4520 4.1930 -6.3473 0.19 0.08 0.38
H -0.5400 6.5263 -2.7794 0.02 -0.31 -0.29
H -1.5487 6.3333 -7.5696 0.03 -0.23 0.49
H -0.6744 8.5312 -4.2179 -0.08 -0.37 0.07
H -3.3591 2.1712 -2.2441 0.16 0.36 0.38
H 0.7223 2.1118 -0.5513 -0.71 0.82 0.18
H -4.3210 2.3317 0.1731 0.94 -0.27 -0.46
H -0.3394 2.3026 1.7813 -0.06 0.01 -0.46
C 2.1140 -2.5244 1.6416 -0.21 0.33 -0.06
C 2.9749 -3.7250 1.2985 0.10 -0.40 0.28
H 1.0506 -2.7945 1.6834 0.35 -0.13 0.24
H 2.3459 -2.1373 2.6424 0.03 -0.22 -0.19
H 2.8686 -4.4666 2.1012 0.06 -0.01 -0.16
H 2.6717 -4.2206 0.3690 0.06 0.17 0.05
H 4.0420 -3.4826 1.2357 -0.24 -0.03 -0.08
C 3.0457 -1.5913 -0.9821 -0.21 -0.25 0.79
C 3.6531 -0.3413 -1.5836 0.27 0.13 -0.80
H 2.3244 -2.0710 -1.6661 0.56 0.35 0.31
H 3.7810 -2.3442 -0.6688 -0.01 0.18 -0.53
H 3.6944 -0.4320 -2.6704 0.10 0.13 -0.04
H 3.0519 0.5521 -1.3571 0.12 -0.16 -0.09
H 4.6749 -0.1686 -1.2358 -0.17 0.07 0.03
C 3.5316 -0.1002 1.4029 -0.02 0.03 -0.36
C 4.8595 -0.8483 1.4612 0.50 0.17 0.28
H 3.1342 0.1373 2.3997 0.15 -0.10 -0.24
H 3.6374 0.8642 0.8848 0.08 -0.21 0.14
H 5.7039 -0.1704 1.6405 -0.14 -0.03 0.08
H 4.8773 -1.5909 2.2645 -0.08 0.05 -0.09
H 5.0954 -1.3702 0.5303 -0.07 0.06 0.12
Br -2.8333 1.7866 2.7668 -0.79 0.47 0.31
P -1.1688 -1.4003 -0.8057 -2.22 -4.99 2.49
C -0.0798 -3.1168 -0.8995 -0.15 1.06 -0.80
C -0.3356 -4.5125 -1.4380 -0.10 -0.75 -0.03
H 0.2531 -3.3010 0.1315 -0.35 0.81 -0.23
H 0.7807 -2.6815 -1.4291 -0.54 -0.39 0.24
H 0.6234 -4.9444 -1.7766 -0.29 0.18 0.03
H -0.6714 -5.1998 -0.6387 -0.21 0.36 -0.43
H -1.0205 -4.5666 -2.2825 -0.10 -0.01 0.03
C -2.1572 -1.9179 0.8064 0.50 0.74 0.19
C -3.5506 -2.5730 0.9952 0.06 0.05 -0.26
H -2.2187 -0.9253 1.2766 0.01 -0.30 0.22
H -1.4465 -2.5083 1.4277 -0.18 0.56 -0.54
H -3.7425 -2.6172 2.0908 0.11 0.06 -0.62
H -4.3593 -1.9622 0.5619 0.26 -0.28 0.02
H -3.6365 -3.6107 0.6267 0.13 0.47 -0.05
C -2.5725 -0.7610 -2.0131 0.49 -0.83 -0.59
C -2.8245 -1.6386 -3.2427 -0.51 0.33 -0.14
H -2.1543 0.2333 -2.3587 -0.84 -1.31 -0.08
H -3.5047 -0.4831 -1.4846 0.52 -0.35 0.08
H -3.1641 -0.9753 -4.0591 -0.13 -0.50 0.18
H -1.9125 -2.1231 -3.6061 -0.13 -0.02 0.17
H -3.5947 -2.3982 -3.0261 0.38 0.19 -0.26
S 0.2831 -0.2915 2.7139 0.17 0.18 1.53
C 0.2148 -0.5054 4.3925 0.27 0.55 -0.47
N 1.2013 -0.3561 5.3497 -0.97 -0.14 -0.65
C 0.6666 -0.5285 6.6987 0.38 -0.19 0.16
C -0.8237 -0.7995 6.4744 -0.58 -0.15 0.35
N -0.9277 -0.8182 5.0349 -0.86 -0.05 -0.27
H 2.1615 -0.1067 5.1475 -0.54 -0.07 -0.13
H 0.8171 0.3605 7.3129 0.12 -0.06 -0.02
H 1.1168 -1.3962 7.1867 0.16 0.19 0.07
H -1.4710 -0.0340 6.9450 0.31 -0.24 -0.34
H -1.1268 -1.7745 6.8741 0.10 0.19 0.10
H -1.8284 -0.9127 4.5477 1.09 0.21 0.22
```
Forces are in eV/Å.

DFT total energy = -137148.8856 eV
Kohn-Sham gap = 6.249 eV
Energy above the lowest of the compared OMol25 structures with the same formula, charge and spin = 0.258 eV

Charge distribution, Mulliken scheme, values in e:
1 C -0.340
2 C 0.447
3 C -0.363
4 C -0.265
5 N -0.593
6 C -0.285
7 C 0.331
8 C -1.113
9 C 0.593
10 C -0.277
11 C -0.888
12 C 0.242
13 C -0.662
14 C -0.223
15 Pd -0.631
16 P 0.691
17 H 0.402
18 H 0.384
19 H 0.348
20 H 0.362
21 H 0.451
22 H 0.474
23 H 0.385
24 H 0.663
25 C -0.305
26 C -1.625
27 H 0.112
28 H 0.530
29 H 0.454
30 H 0.228
31 H 0.336
32 C -0.753
33 C -1.392
34 H 0.436
35 H 0.568
36 H 0.411
37 H 0.179
38 H 0.239
39 C -0.528
40 C -1.391
41 H 0.485
42 H 0.474
43 H 0.364
44 H 0.302
45 H 0.283
46 Br -0.165
47 P 1.378
48 C 0.808
49 C -1.636
50 H -0.395
51 H -0.438
52 H 0.379
53 H 0.360
54 H 0.335
55 C 0.082
56 C -1.401
57 H -0.135
58 H 0.246
59 H 0.326
60 H 0.313
61 H 0.345
62 C -0.112
63 C -1.488
64 H 0.070
65 H 0.439
66 H 0.449
67 H 0.250
68 H 0.332
69 S 0.125
70 C -0.428
71 N -0.088
72 C -0.506
73 C -0.501
74 N -0.046
75 H 0.205
76 H 0.302
77 H 0.293
78 H 0.275
79 H 0.274
80 H 0.211


(3)
Computed, not measured: a molecular structure, C28H44Cl5N11O3PSr, with wB97M-V/def2-TZVPD.

```
93
Properties=species:S:1:pos:R:3:forces:R:3
Sr -0.6840 0.6679 1.0979 -0.16 -0.08 0.22
N -0.9401 2.0652 3.4377 0.05 0.08 -0.05
C 0.0466 3.1281 3.6740 -0.03 -0.01 -0.04
C 0.2277 3.9572 2.4162 0.03 -0.06 -0.01
N 0.7843 3.1843 1.2909 -0.03 0.09 -0.02
C 0.5435 3.9225 0.0373 0.00 -0.03 0.01
C 0.7075 3.0765 -1.2104 -0.04 -0.02 0.02
N -0.2951 1.9986 -1.2244 0.03 -0.03 -0.01
C 2.2261 2.9446 1.5004 -0.02 -0.04 -0.01
C 2.7037 1.5341 1.1965 -0.03 -0.01 0.01
N 1.9370 0.5374 1.9668 0.05 0.09 -0.06
H -1.8728 2.4645 3.3639 0.03 0.00 0.02
H -0.9820 1.4352 4.2316 -0.01 0.01 0.00
H 0.9880 2.6601 3.9681 0.01 0.00 0.01
H -0.2398 3.7970 4.4913 0.00 -0.01 0.00
H 0.8489 4.8361 2.6376 0.00 0.00 0.00
H -0.7534 4.3273 2.1140 0.00 0.01 0.00
H 1.2006 4.8011 -0.0271 0.01 0.00 0.01
H -0.4841 4.2907 0.0618 0.00 0.00 0.00
H 1.6992 2.6253 -1.2565 0.01 0.00 -0.01
H 0.6209 3.7339 -2.0814 0.00 0.00 0.00
H -0.1272 1.3961 -2.0283 -0.01 0.07 0.00
H -1.2224 2.4011 -1.3423 -0.01 -0.03 0.00
H 2.4695 3.1637 2.5430 -0.01 0.00 0.00
H 2.8198 3.6451 0.9008 -0.01 0.02 0.00
H 3.7769 1.5007 1.4142 0.00 -0.04 -0.01
H 2.5919 1.2960 0.1391 -0.01 0.01 0.01
H 2.0622 0.6980 2.9619 0.01 -0.02 0.01
H 2.3081 -0.3891 1.7850 0.00 -0.02 0.01
N -3.7349 0.8424 3.2821 -0.03 -0.03 -0.08
C -3.2060 -0.3308 3.6867 0.07 0.03 0.06
N -3.7462 -0.9163 4.7510 0.02 0.03 -0.08
C -3.1883 -2.0755 5.0936 -0.05 -0.06 0.07
N -3.6516 -2.6903 6.1898 0.01 0.03 -0.05
N -2.1965 -2.6886 4.4176 -0.01 0.03 0.01
C -1.7250 -1.9984 3.3983 0.10 -0.04 -0.06
N -2.1341 -0.7954 2.9999 -0.08 -0.03 0.00
C -0.6336 -2.6574 2.6092 -0.03 0.08 0.00
C -0.2572 -3.9582 2.9090 -0.02 -0.02 0.03
C 0.7277 -4.5622 2.1458 0.01 -0.02 0.00
C 1.3007 -3.8472 1.1093 0.01 -0.02 0.00
C 0.8689 -2.5501 0.8851 -0.01 0.03 -0.01
N -0.0746 -1.9559 1.6167 0.02 -0.02 -0.04
H -4.6255 1.0780 3.6902 0.00 0.02 -0.01
H -3.5753 1.0974 2.3066 -0.04 -0.03 0.02
H -4.4259 -2.2900 6.6875 0.00 0.00 0.01
H -3.2881 -3.5898 6.4446 0.00 -0.01 0.00
H -0.7427 -4.4677 3.7271 0.00 0.00 0.00
H 1.0391 -5.5766 2.3573 0.00 0.00 0.00
H 2.0640 -4.2814 0.4782 0.01 0.01 0.00
H 1.2869 -1.9674 0.0703 -0.01 0.00 0.01
Cl -3.1166 -1.4947 -0.1951 0.10 -0.14 0.01
C -3.8679 0.0735 -0.4459 -0.06 0.20 -0.02
C -3.2738 1.1518 0.1815 0.13 0.14 0.11
C -3.9032 2.3615 -0.0448 -0.12 -0.23 -0.14
Cl -3.2316 3.7872 0.7405 0.05 0.09 0.07
C -5.0362 2.5235 -0.8426 0.04 0.11 0.04
Cl -5.7536 4.0697 -1.0808 -0.01 -0.01 -0.01
C -5.5849 1.3977 -1.4563 -0.03 0.02 -0.02
Cl -6.9763 1.5461 -2.4542 0.02 0.00 0.02
C -4.9964 0.1499 -1.2551 0.06 -0.14 0.00
Cl -5.6609 -1.2550 -2.0042 0.00 0.04 0.00
C -2.3329 -4.4397 -1.8373 0.04 0.07 -0.02
C -1.1891 -3.5404 -1.9687 -0.10 -0.08 -0.06
N -0.2947 -2.8300 -2.0822 0.04 -0.01 0.02
H -2.3137 -4.9255 -0.8631 0.01 0.01 0.01
H -2.2998 -5.1998 -2.6153 0.03 0.00 -0.01
H -3.2547 -3.8676 -1.9298 0.01 0.02 0.00
C 4.4955 -2.8200 -2.2208 -0.04 0.03 -0.04
C 3.0771 -2.7956 -2.7492 0.04 -0.05 0.08
O 2.7247 -1.4935 -3.2431 0.06 -0.09 -0.16
P 2.0909 -0.4022 -2.2284 -0.09 -0.12 0.15
O 3.2073 0.7574 -2.1670 0.08 0.12 0.05
C 3.8321 1.3319 -3.3368 0.03 -0.04 -0.03
C 5.2751 0.8909 -3.4205 -0.04 0.02 0.01
O 1.0511 0.3072 -3.2632 -0.08 0.05 -0.11
C 0.3649 -0.3645 -4.3425 0.03 0.00 -0.04
C 0.9826 0.0076 -5.6703 0.00 -0.01 0.02
H 4.7543 -3.8244 -1.8827 0.00 0.00 0.00
H 4.6087 -2.1300 -1.3821 0.02 -0.01 0.00
H 5.1998 -2.5304 -3.0003 0.02 -0.01 0.01
H 2.3602 -3.0955 -1.9801 -0.02 0.02 -0.01
H 2.9585 -3.4776 -3.5903 -0.01 0.02 -0.01
H 3.7553 2.4142 -3.2272 -0.02 0.00 0.00
H 3.2767 1.0401 -4.2284 -0.01 0.02 0.02
H 5.8115 1.1547 -2.5090 0.01 0.00 -0.01
H 5.7635 1.3809 -4.2635 0.01 0.00 0.00
H 5.3347 -0.1869 -3.5634 0.01 0.00 0.00
H -0.6751 -0.0389 -4.2893 0.00 0.00 0.02
H 0.3938 -1.4394 -4.1810 -0.01 -0.02 0.03
H 0.9807 1.0891 -5.8099 0.00 0.00 -0.01
H 0.4102 -0.4450 -6.4813 0.00 0.01 -0.01
H 2.0084 -0.3564 -5.7314 0.00 -0.01 0.00
```
Forces are in eV/Å.

DFT total energy = -125022.6990 eV
Net charge = +1
Kohn-Sham gap = 8.190 eV
Energy above the lowest of the compared OMol25 structures with the same formula, charge and spin = 0.000 eV

Charge distribution, Mulliken scheme, values in e:
1 Sr 1.403
2 N -0.156
3 C -1.059
4 C -0.804
5 N 1.115
6 C -1.608
7 C 0.158
8 N 0.269
9 C -1.559
10 C 0.798
11 N -0.323
12 H 0.160
13 H 0.145
14 H 0.338
15 H 0.532
16 H 0.281
17 H 0.476
18 H 0.330
19 H 0.466
20 H -0.409
21 H 0.530
22 H -0.070
23 H 0.154
24 H 0.468
25 H 0.291
26 H 0.548
27 H -0.838
28 H 0.123
29 H 0.155
30 N -0.108
31 C -0.082
32 N -0.734
33 C 0.375
34 N -0.333
35 N -0.680
36 C -0.552
37 N 0.770
38 C 0.569
39 C -0.696
40 C -0.715
41 C -1.042
42 C -0.856
43 N 0.932
44 H 0.275
45 H 0.007
46 H 0.255
47 H 0.240
48 H 0.574
49 H 0.448
50 H 0.582
51 H 0.746
52 Cl -0.156
53 C 0.852
54 C -1.161
55 C 0.730
56 Cl -0.251
57 C -0.521
58 Cl -0.180
59 C 0.707
60 Cl -0.179
61 C -0.362
62 Cl -0.200
63 C -0.976
64 C 0.466
65 N -0.300
66 H 0.273
67 H 0.372
68 H 0.238
69 C -1.214
70 C 0.118
71 O -0.505
72 P 0.670
73 O -0.262
74 C -0.005
75 C -1.183
76 O -0.504
77 C -0.058
78 C -1.463
79 H 0.458
80 H 0.231
81 H 0.285
82 H -0.100
83 H 0.396
84 H 0.383
85 H 0.050
86 H 0.313
87 H 0.426
88 H 0.136
89 H 0.388
90 H 0.135
91 H 0.343
92 H 0.406
93 H 0.309


Q: Which formula does entry 2 have?
A: C28H44BrN3P2PdS